Formula: C27H64N8O11SZn
Source: the OMol25 dataset
Level of theory: the ωB97M-V functional and the def2-TZVPD basis

Geometry (Å):
Zn1 17.317 -12.376 6.964
S1 16.623 -14.171 8.674
O1 15.869 -13.224 7.863
O2 17.880 -13.916 7.954
O3 16.583 -13.727 10.085
O4 16.226 -15.554 8.556
C1 14.560 -12.775 5.349
C2 15.729 -12.852 4.376
N1 17.063 -13.242 4.989
C3 16.850 -14.681 5.287
C4 16.928 -15.647 4.070
C5 18.138 -12.949 3.973
C6 18.110 -11.472 3.493
H1 14.379 -13.791 5.699
H2 13.672 -12.400 4.841
H3 14.539 -12.111 6.213
H4 15.472 -13.459 3.508
H5 15.866 -11.801 4.123
H6 17.754 -14.912 5.849
H7 16.061 -14.979 5.977
H8 16.500 -16.625 4.287
H9 16.371 -15.355 3.179
H10 17.964 -15.721 3.741
H11 17.838 -13.592 3.145
H12 19.129 -13.243 4.318
H13 18.091 -10.737 4.297
H14 17.292 -11.218 2.820
H15 19.002 -11.206 2.925
C7 20.762 -12.655 8.182
C8 20.354 -11.771 7.035
O5 19.212 -11.761 6.689
N2 21.250 -10.971 6.448
C9 20.933 -10.036 5.427
H16 20.685 -13.685 7.834
H17 20.117 -12.406 9.025
H18 21.820 -12.458 8.351
H19 22.200 -11.034 6.786
H20 21.589 -9.183 5.598
H21 19.933 -9.609 5.509
H22 21.025 -10.343 4.385
C10 16.126 -8.798 4.894
C11 15.872 -9.600 6.041
O6 16.585 -10.598 6.249
N3 14.843 -9.247 6.805
C12 14.480 -9.841 8.036
H23 15.940 -9.457 4.046
H24 17.155 -8.457 5.004
H25 15.447 -7.948 4.828
H26 14.173 -8.572 6.467
H27 13.564 -10.410 7.877
H28 14.258 -9.064 8.768
H29 15.240 -10.479 8.487
C13 16.132 -15.780 13.305
C14 17.639 -15.835 12.907
O7 18.420 -16.581 13.451
N4 17.952 -15.049 11.937
C15 19.377 -14.889 11.645
H30 15.614 -14.997 12.751
H31 15.954 -15.558 14.358
H32 15.512 -16.641 13.060
H33 17.324 -14.511 11.358
H34 19.969 -15.764 11.913
H35 19.691 -14.024 12.229
H36 19.518 -14.547 10.619
C16 12.142 -14.209 8.272
C17 12.406 -13.167 9.409
O8 11.365 -12.648 9.894
N5 13.677 -12.865 9.682
C18 14.080 -12.026 10.804
H37 13.059 -14.531 7.777
H38 11.600 -13.818 7.410
H39 11.646 -15.094 8.669
H40 14.422 -13.250 9.119
H41 14.615 -11.158 10.418
H42 14.849 -12.529 11.390
H43 13.238 -11.732 11.432
C19 14.218 -17.688 6.661
C20 13.488 -17.756 7.947
O9 12.684 -18.628 8.104
N6 13.877 -16.888 8.861
C21 13.270 -16.803 10.235
H44 15.228 -18.091 6.741
H45 14.429 -16.668 6.337
H46 13.809 -18.254 5.825
H47 14.779 -16.439 8.782
H48 14.010 -16.872 11.033
H49 12.443 -17.495 10.389
H50 12.846 -15.834 10.498
C22 19.552 -16.903 7.383
C23 19.359 -17.568 8.729
O10 20.344 -17.805 9.526
N7 18.126 -17.744 9.105
C24 17.667 -18.713 10.073
H51 20.506 -17.291 7.026
H52 19.549 -15.813 7.409
H53 18.804 -17.218 6.656
H54 17.484 -17.097 8.670
H55 16.822 -19.347 9.804
H56 17.225 -18.143 10.890
H57 18.402 -19.441 10.417
C25 18.604 -9.366 9.539
C26 17.909 -10.684 9.691
O11 17.482 -11.190 8.664
N8 17.846 -11.367 10.789
C27 18.436 -11.082 12.074
H58 18.871 -9.164 8.502
H59 19.462 -9.110 10.160
H60 17.780 -8.672 9.707
H61 17.516 -12.286 10.529
H62 18.277 -10.034 12.330
H63 19.501 -11.312 12.075
H64 17.997 -11.784 12.783

Cartesian forces (eV/Å) of the 2 atoms listed first:
0.56 2.14 -1.91
1.09 0.33 0.72

Output
- HOMO (spin up / spin down): -0.009 / -0.256 Ha
- Multiplicity: 2
- Expectation value of S²: 0.751
- Charge: -1

Formula: C27H65BF3IN5O7
Source: the OMol25 dataset
Level of theory: the ωB97M-V functional and the def2-TZVPD basis

Geometry (Å):
N1 -1.546 1.961 1.061
C1 -1.867 2.642 -0.221
C2 -2.894 1.913 -1.134
O1 -2.548 2.096 -2.514
C3 -3.224 0.458 -0.769
B1 -2.058 -0.701 -0.944
C4 -2.656 -1.836 -1.997
C5 -2.716 -1.349 -3.471
C6 -3.999 -1.886 -4.142
I1 -4.743 -0.614 -5.744
C7 -0.600 -0.177 -1.472
C8 0.455 -1.312 -1.624
C9 1.616 -0.899 -2.484
F1 2.401 -1.868 -3.041
C10 1.950 0.392 -2.737
F2 1.813 0.975 -3.913
F3 2.389 1.202 -1.797
C11 -1.872 -1.402 0.548
O2 -1.392 -2.766 0.486
O3 -0.476 -3.032 1.514
H1 -2.094 2.419 1.781
H2 -0.570 2.175 1.251
H3 -2.289 3.629 0.029
H4 -0.930 2.870 -0.747
H5 -3.833 2.483 -1.027
H6 -1.599 2.247 -2.586
H7 -4.087 0.181 -1.399
H8 -3.630 0.482 0.256
H9 -3.672 -2.083 -1.644
H10 -2.097 -2.784 -1.983
H11 -2.665 -0.261 -3.589
H12 -1.844 -1.766 -3.990
H13 -3.727 -2.813 -4.654
H14 -4.797 -2.125 -3.442
H15 -0.121 0.548 -0.790
H16 -0.643 0.298 -2.467
H17 0.858 -1.465 -0.604
H18 0.035 -2.271 -1.939
H19 -1.234 -0.781 1.193
H20 -2.847 -1.442 1.075
H21 0.372 -2.644 1.253
C12 4.021 3.501 2.649
C13 2.679 3.346 3.355
C14 1.636 2.590 2.517
O4 1.060 3.340 1.465
C15 1.859 3.441 0.297
N2 2.195 4.670 3.766
H22 4.009 4.287 1.894
H23 4.799 3.768 3.367
H24 4.318 2.566 2.166
H25 2.855 2.756 4.261
H26 0.802 2.324 3.171
H27 2.045 1.646 2.133
H28 2.436 2.532 0.119
H29 2.524 4.307 0.355
H30 1.191 3.597 -0.550
H31 1.356 4.556 4.330
H32 1.861 5.141 2.928
C16 9.116 0.921 -0.577
C17 8.457 0.037 0.478
C18 6.984 -0.290 0.181
O5 6.080 0.769 0.431
C19 6.011 1.752 -0.585
N3 8.620 0.667 1.793
H33 8.833 1.968 -0.478
H34 10.202 0.877 -0.477
H35 8.860 0.590 -1.585
H36 9.000 -0.913 0.489
H37 6.678 -1.098 0.852
H38 6.857 -0.669 -0.841
H39 6.138 1.323 -1.583
H40 6.756 2.533 -0.413
H41 5.028 2.220 -0.533
H42 8.281 0.028 2.508
H43 7.969 1.448 1.838
C20 -1.471 2.023 5.523
C21 -0.154 2.643 5.981
C22 0.298 2.183 7.376
O6 -0.411 2.770 8.454
C23 -1.673 2.189 8.726
N4 -0.264 4.105 5.901
H44 -2.336 2.493 5.990
H45 -1.589 2.146 4.445
H46 -1.501 0.954 5.741
H47 0.616 2.322 5.274
H48 1.338 2.491 7.511
H49 0.282 1.088 7.458
H50 -1.671 1.110 8.548
H51 -2.456 2.666 8.134
H52 -1.901 2.367 9.778
H53 0.646 4.514 6.101
H54 -0.840 4.408 6.683
C24 -6.370 -7.529 -5.872
C25 -6.260 -6.327 -4.938
C26 -6.044 -4.992 -5.669
O7 -4.730 -4.800 -6.161
C27 -4.451 -5.459 -7.380
N5 -5.203 -6.588 -3.956
H55 -5.400 -7.857 -6.246
H56 -6.806 -8.377 -5.342
H57 -7.010 -7.307 -6.729
H58 -7.209 -6.247 -4.401
H59 -6.208 -4.183 -4.951
H60 -6.780 -4.848 -6.472
H61 -5.325 -5.484 -8.039
H62 -4.087 -6.473 -7.199
H63 -3.654 -4.909 -7.880
H64 -5.201 -5.841 -3.265
H65 -4.310 -6.478 -4.432

Cartesian forces (eV/Å) of the 2 atoms listed first:
0.02 0.25 -0.56
-0.32 0.15 0.59

Output
- HOMO: -0.186 Ha
- Charge: -1

Formula: C27H65BN4P2RuSi4Te
Source: the OMol25 dataset
Level of theory: the ωB97M-V functional and the def2-TZVPD basis

Geometry (Å):
Ru1 0.600 1.857 0.306
B1 3.336 3.402 0.490
N1 3.450 2.439 -0.718
C1 4.445 2.228 -1.585
C2 4.035 1.278 -2.506
C3 2.737 0.959 -2.117
N2 2.396 1.666 -1.035
N3 2.304 4.494 0.122
C4 2.511 5.765 -0.239
C5 1.309 6.308 -0.653
C6 0.400 5.265 -0.509
N4 1.003 4.168 -0.039
H1 2.876 2.758 1.414
H2 4.403 3.895 0.731
H3 5.376 2.760 -1.483
H4 4.592 0.880 -3.335
H5 2.038 0.266 -2.557
H6 3.498 6.193 -0.178
H7 1.121 7.308 -1.002
H8 -0.655 5.276 -0.728
C7 -2.852 -0.047 1.008
C8 -3.011 0.750 -0.292
C9 -4.503 1.015 -0.515
P1 -1.858 2.204 -0.381
C10 -1.816 2.739 -2.163
C11 -0.673 2.012 -2.880
C12 -3.095 2.614 -2.987
C13 -2.571 3.622 0.578
C14 -3.709 4.390 -0.091
C15 -2.935 3.219 2.007
H9 -3.327 -1.024 0.898
H10 -3.340 0.456 1.841
H11 -1.808 -0.211 1.279
H12 -2.634 0.126 -1.114
H13 -4.928 1.565 0.325
H14 -5.025 0.057 -0.566
H15 -4.725 1.561 -1.426
H16 -1.545 3.798 -2.099
H17 -0.802 0.927 -2.833
H18 0.297 2.261 -2.452
H19 -0.653 2.298 -3.934
H20 -3.361 1.567 -3.142
H21 -2.916 3.049 -3.972
H22 -3.947 3.129 -2.548
H23 -1.715 4.294 0.665
H24 -4.593 3.769 -0.231
H25 -3.419 4.795 -1.061
H26 -3.995 5.232 0.543
H27 -3.842 2.617 2.046
H28 -3.114 4.117 2.602
H29 -2.130 2.658 2.484
C16 -0.542 -2.475 -3.450
Si1 -1.012 -3.638 -2.058
C17 -0.902 -5.424 -2.615
C18 -2.742 -3.238 -1.451
Si2 0.489 -3.333 -0.270
Te1 0.545 -0.808 0.070
Si3 -0.094 -4.144 1.857
C19 -1.700 -3.356 2.423
C20 1.275 -3.700 3.060
C21 -0.300 -6.002 1.728
Si4 2.783 -3.662 -0.766
C22 3.825 -2.523 0.300
C23 3.097 -3.288 -2.574
C24 3.188 -5.453 -0.387
H30 -1.259 -2.556 -4.270
H31 0.448 -2.705 -3.847
H32 -0.535 -1.438 -3.107
H33 -1.609 -5.627 -3.423
H34 -1.127 -6.111 -1.797
H35 0.099 -5.658 -2.983
H36 -3.456 -3.273 -2.278
H37 -2.784 -2.239 -1.010
H38 -3.075 -3.951 -0.694
H39 -1.607 -2.270 2.497
H40 -1.980 -3.736 3.408
H41 -2.519 -3.574 1.735
H42 1.459 -2.623 3.073
H43 2.212 -4.199 2.806
H44 0.998 -4.005 4.072
H45 -1.100 -6.261 1.031
H46 -0.559 -6.427 2.700
H47 0.615 -6.487 1.384
H48 3.726 -1.480 -0.014
H49 4.879 -2.799 0.204
H50 3.557 -2.590 1.355
H51 2.825 -2.260 -2.819
H52 2.534 -3.957 -3.229
H53 4.158 -3.415 -2.803
H54 3.056 -5.676 0.673
H55 4.228 -5.670 -0.644
H56 2.556 -6.136 -0.957
C25 0.865 3.168 3.725
P2 0.888 1.583 2.839
C26 2.462 0.800 3.302
C27 -0.319 0.542 3.718
H57 1.055 3.033 4.791
H58 -0.107 3.644 3.591
H59 1.628 3.819 3.298
H60 2.533 0.692 4.385
H61 3.295 1.398 2.938
H62 2.510 -0.185 2.835
H63 -0.096 0.517 4.786
H64 -0.258 -0.471 3.318
H65 -1.335 0.908 3.576

Cartesian forces (eV/Å) of the 2 atoms listed first:
0.02 0.52 0.04
-0.03 0.03 0.01

Output
- HOMO (spin up / spin down): -0.357 / -0.386 Ha
- Multiplicity: 6
- Expectation value of S²: 8.775
- Energy above the lowest of the compared OMol25 structures with the same formula, charge and spin: 0.0 kJ/mol
- Charge: +1

Number 1: F_max 5.41 eV/Å, E_tot -4510.4991 a.u.. Number 2: F_max 2.22 eV/Å, E_tot -2490.0801 a.u.. Number 3: F_max 0.52 eV/Å, E_tot -3515.1740 a.u..